[1]
{
  "formula": "C12H21N3O5V",
  "method": "the ωB97M-V functional and the def2-TZVPD basis",
  "s_squared": 3.76,
  "de_lowest_kj_mol": 59.8,
  "gap_ha": [0.290, 0.331],
  "e_homo_ev": [-7.3265, -8.4628],
  "spin_multiplicity": 4,
  "symbols": ["V", "O", "C", "C", "N", "C", "C", "O", "O", "C", "C", "O", "O", "H", "H", "H", "H", "H", "H", "H", "H", "H", "C", "C", "N", "C", "C", "N", "C", "C", "H", "H", "H", "H", "H", "H", "H", "H", "H", "H", "H", "H"],
  "xyz": [[0.72386, -0.30248, -0.75066], [-1.05730, -0.64694, -2.16057], [-0.85574, 0.39229, -3.13392], [-0.70261, 1.75785, -2.46506], [0.31678, 1.69936, -1.40753], [-0.14162, 2.26203, -0.12919], [-1.17653, 1.25848, 0.44347], [-2.28559, 1.63940, 0.77623], [-0.74576, 0.03952, 0.45172], [1.70528, 2.03001, -1.80107], [2.33876, 0.69947, -1.37190], [2.30136, -0.24738, -2.20936], [2.54356, 0.52821, -0.12924], [-1.79873, -0.40148, -1.58787], [-1.68777, 0.41478, -3.84280], [0.05814, 0.12543, -3.66403], [-1.65453, 2.04448, -2.01118], [-0.45224, 2.49994, -3.22783], [-0.58590, 3.25431, -0.23759], [0.70044, 2.29695, 0.56256], [2.09593, 2.89571, -1.26821], [1.78725, 2.16828, -2.87672], [1.75520, -2.25430, 1.18751], [1.99677, -3.72306, 1.62833], [1.42110, -4.64941, 0.65561], [-0.01350, -4.40893, 0.54596], [-0.28141, -2.94284, 0.11400], [1.00851, -2.23993, -0.09222], [1.79225, -2.96857, -1.11634], [2.03959, -4.42669, -0.64822], [2.68954, -1.71612, 1.03839], [1.16295, -1.70520, 1.92073], [1.54086, -3.92439, 2.59906], [3.06319, -3.93885, 1.70747], [-0.47672, -4.62261, 1.51042], [-0.42090, -5.11320, -0.18130], [-0.83788, -2.39401, 0.87140], [-0.84169, -2.89785, -0.82101], [2.72350, -2.43034, -1.26907], [1.22789, -2.93328, -2.04998], [3.10783, -4.63153, -0.56305], [1.61810, -5.14213, -1.35652]],
  "atomic_forces_ev_per_a": [[-1.23, -1.18, -0.74], [0.31, 0.18, -0.07], [-0.05, 0.19, -0.10], [-0.01, -0.31, -0.06], [-0.23, 0.73, -0.13], [-0.35, -0.12, 0.18], [-0.33, 0.60, 0.11], [0.20, -0.09, 0.01], [-0.93, 0.26, 0.97], [0.25, -0.28, 0.07], [1.90, 1.33, -0.77], [0.06, -0.08, -0.22], [0.21, 0.14, 0.24], [-0.04, -0.10, 0.08], [0.03, -0.03, 0.02], [-0.01, -0.06, 0.02], [0.02, 0.03, 0.01], [-0.02, 0.08, 0.05], [0.01, -0.01, 0.00], [0.07, 0.05, -0.07], [-0.07, 0.01, 0.03], [-0.06, 0.02, -0.01], [0.09, -0.17, 0.15], [-0.08, 0.02, -0.09], [0.03, -0.18, 0.03], [0.04, 0.09, -0.03], [-0.03, -0.17, 0.07], [0.18, -1.00, 0.31], [0.12, -0.36, 0.04], [-0.08, 0.11, 0.02], [-0.03, 0.04, -0.04], [0.00, 0.03, -0.03], [0.02, 0.02, 0.01], [0.00, 0.03, 0.03], [0.00, 0.01, 0.00], [-0.02, 0.00, 0.01], [-0.02, 0.06, -0.04], [0.01, 0.03, 0.00], [-0.02, 0.05, -0.04], [0.03, 0.03, -0.01], [0.00, 0.00, 0.00], [0.02, -0.01, 0.01]]
}



[2]
{
  "formula": "C12H21N5O16V2",
  "method": "the ωB97M-V functional and the def2-TZVPD basis",
  "s_squared": 0.80,
  "gap_ha": [0.141, 0.179],
  "e_homo_ev": [-3.9164, -5.0381],
  "spin_multiplicity": 2,
  "charge": -1,
  "symbols": ["O", "V", "O", "O", "V", "O", "O", "C", "C", "O", "H", "H", "H", "H", "C", "N", "O", "O", "H", "H", "H", "C", "N", "O", "O", "H", "H", "H", "C", "N", "O", "O", "H", "H", "H", "C", "N", "O", "O", "H", "H", "H", "C", "C", "C", "C", "C", "C", "N", "O", "O", "H", "H", "H", "H", "H"],
  "xyz": [[-2.55668, 1.35869, 5.52939], [-2.15329, -0.03096, 4.81656], [-3.34189, -1.04573, 5.11593], [2.57502, -4.16600, 1.66845], [3.20933, -2.75793, 1.20198], [3.54294, -2.90374, -0.38040], [-0.55538, 0.48771, 3.28491], [-0.25442, 0.55585, 1.87441], [0.37533, -0.72275, 1.16072], [1.51184, -1.46225, 1.57377], [0.37067, 1.43733, 1.73174], [-1.17877, 0.89902, 1.40974], [0.50242, -0.50691, 0.09989], [-0.38789, -1.50070, 1.18046], [2.07583, 1.84213, -2.35494], [0.97102, 2.75998, -1.94380], [1.32179, 3.67140, -1.15990], [-0.20687, 2.39157, -2.16698], [1.72310, 0.86886, -2.01372], [2.97683, 2.13185, -1.81422], [2.18178, 1.94965, -3.43444], [0.11730, 3.99749, 4.04782], [1.55437, 3.91546, 4.45617], [2.31359, 4.89464, 4.31564], [1.93031, 2.80020, 4.87061], [-0.45513, 3.31519, 4.67623], [0.11010, 3.69172, 3.00161], [-0.23709, 5.02822, 4.03815], [-3.81954, -2.58040, 0.39482], [-2.92824, -2.54252, 1.54030], [-3.30328, -1.79956, 2.37671], [-2.09779, -3.40089, 1.58892], [-4.58823, -1.81640, 0.51106], [-4.13384, -3.61719, 0.51478], [-3.21236, -2.30366, -0.46705], [4.75886, 2.69166, 1.25541], [3.81285, 1.48925, 1.30824], [3.69110, 0.78485, 0.30337], [3.27216, 1.24983, 2.38470], [5.70954, 2.42230, 1.71559], [4.18630, 3.49425, 1.72029], [4.78969, 2.81238, 0.17256], [-0.23128, -1.41839, -3.36435], [-0.77213, -0.66237, -4.39811], [-1.86498, -1.21852, -5.08703], [-2.38262, -2.46922, -4.72138], [-1.86987, -3.14172, -3.58555], [-0.79653, -2.63862, -2.94896], [-3.52241, -3.03168, -5.55380], [-4.06416, -2.35645, -6.41293], [-3.84949, -4.19246, -5.31483], [0.61709, -1.10408, -2.77455], [-0.40565, 0.31143, -4.68762], [-2.29038, -0.64997, -5.90078], [-2.29642, -4.09444, -3.30844], [-0.44455, -3.11740, -2.04714]],
  "atomic_forces_ev_per_a": [[0.45, 0.60, 0.16], [1.67, 1.73, -1.51], [-0.49, -1.36, -0.01], [1.73, 2.00, -0.44], [-5.90, 0.25, -1.66], [0.01, 0.40, 2.53], [-0.73, -1.03, -0.63], [0.33, -0.14, 2.94], [-0.90, -0.95, -0.48], [3.65, -1.07, 0.43], [0.85, 0.04, -0.09], [-0.25, -0.87, -0.98], [0.04, 0.61, -0.35], [-0.58, 0.11, 0.11], [-0.33, 0.26, -0.11], [-1.13, -0.06, 2.63], [-1.23, -1.22, -1.97], [2.69, 1.37, 0.01], [0.26, -0.05, -0.38], [-0.26, -0.01, -0.21], [0.03, -0.37, 0.10], [0.14, 0.24, -0.34], [1.57, -1.22, 0.63], [-1.35, -1.32, 0.10], [-0.66, 2.53, -0.75], [0.03, 0.01, -0.22], [-0.05, -0.43, 0.13], [0.29, -0.06, 0.47], [0.05, 0.19, -1.00], [-1.80, -0.30, -0.85], [0.69, 1.77, 2.54], [1.84, -0.71, 0.38], [-0.02, -0.44, 0.16], [-0.52, 0.17, -1.17], [-0.18, -0.72, -0.30], [-1.63, -0.78, -1.09], [-0.24, -1.03, 1.63], [0.29, 0.79, 0.52], [0.77, 0.47, -1.46], [-0.31, 0.11, 0.01], [0.51, -0.01, 0.21], [0.67, 0.49, 0.20], [0.00, -0.10, 0.48], [-0.54, -1.30, 0.18], [-0.04, -0.27, 0.13], [0.23, 1.02, -0.08], [-1.82, -0.89, -2.14], [0.83, 1.36, 0.52], [-0.06, -0.87, 0.51], [0.74, 0.13, 0.61], [0.45, 0.87, 0.06], [0.11, 0.38, -0.15], [0.13, -0.04, 0.11], [-0.20, -0.22, -0.11], [-0.14, 0.01, 0.08], [0.29, -0.09, -0.07]]
}



[3]
{
  "formula": "C12H22",
  "method": "the ωB97M-V functional and the def2-TZVPD basis",
  "de_lowest_kj_mol": 0.0,
  "smiles": "CCCCCC[C@@H]1CC1=C(C)C",
  "gap_ha": 0.337,
  "e_homo_ev": -8.1776,
  "spin_multiplicity": 1,
  "symbols": ["C", "C", "C", "C", "C", "C", "C", "C", "C", "C", "C", "C", "H", "H", "H", "H", "H", "H", "H", "H", "H", "H", "H", "H", "H", "H", "H", "H", "H", "H", "H", "H", "H", "H"],
  "xyz": [[-1.73960, 3.54528, 3.12767], [-1.20657, 3.19076, 1.71306], [0.07635, 2.35572, 1.87108], [0.61258, 1.95657, 0.49269], [2.02502, 1.36684, 0.62851], [2.70507, 0.93100, -0.65489], [2.44009, -0.47852, -1.11714], [1.28649, -0.60991, -2.23867], [1.19846, -1.13711, -0.91246], [0.51178, -1.93732, -0.01060], [1.24030, -2.54029, 1.11654], [-0.87852, -2.34991, -0.35724], [-1.90874, 2.59902, 3.63675], [-2.68604, 4.08642, 3.05466], [-0.99704, 4.10739, 3.69836], [-0.93186, 4.09431, 1.16582], [-1.95665, 2.71459, 1.12168], [0.77899, 2.99668, 2.39025], [0.02680, 1.45119, 2.52280], [0.68527, 2.82238, -0.18933], [-0.09553, 1.27279, 0.03219], [2.69597, 2.09225, 1.10775], [1.96264, 0.50214, 1.31050], [2.45720, 1.63408, -1.48356], [3.78707, 1.03600, -0.48741], [3.29082, -1.15335, -1.02100], [0.67802, 0.26115, -2.48347], [1.32323, -1.41957, -2.99359], [2.30367, -2.70328, 0.85044], [1.22713, -1.90374, 2.03057], [0.77943, -3.50022, 1.37102], [-1.11444, -2.11054, -1.40974], [-1.02839, -3.41588, -0.14196], [-1.55695, -1.76488, 0.25073]],
  "atomic_forces_ev_per_a": [[-0.09, -0.31, -1.05], [0.85, 0.28, 1.73], [-0.29, -0.04, -0.76], [0.93, 0.32, 0.32], [-0.35, -0.33, 0.32], [0.45, 0.79, -0.34], [0.03, -0.11, -1.03], [0.38, -1.01, -0.41], [-2.98, -2.12, 4.01], [1.78, 2.04, -3.78], [0.54, 0.16, 1.32], [0.03, -0.11, -0.21], [-0.17, 0.02, 0.27], [0.15, 0.08, 0.25], [-0.16, 0.08, -0.08], [0.01, 0.10, 0.03], [-0.58, -0.63, -0.33], [0.45, 0.22, 0.01], [-0.56, 0.50, -0.48], [-0.17, -0.06, 0.34], [0.06, -0.35, -0.12], [-0.39, 0.07, 0.08], [0.13, 0.18, -0.11], [0.18, -0.31, 0.57], [-0.21, -0.08, -0.23], [0.15, 0.13, -0.87], [0.57, 0.11, -0.12], [0.19, 0.82, 0.17], [-0.54, 0.04, 0.22], [-0.04, -0.44, -0.39], [0.20, 0.07, 0.10], [0.14, -0.27, 0.45], [-0.19, 0.21, -0.17], [-0.48, -0.04, 0.27]]
}